{
  "formula": "C42H34Cl2N3OP2PbTe",
  "method": "ωB97M-V with the def2-TZVPD basis set",
  "charge": -1,
  "homo_energy_ha": -0.1463,
  "max_force_ev_per_a": 0.7,
  "elements": ["Pb", "O", "C", "C", "C", "C", "C", "C", "N", "H", "H", "H", "H", "H", "H", "H", "Te", "C", "C", "C", "N", "C", "C", "C", "P", "C", "C", "C", "C", "C", "C", "C", "C", "C", "C", "C", "C", "P", "C", "C", "C", "C", "C", "C", "C", "C", "C", "C", "C", "C", "H", "H", "H", "H", "H", "H", "H", "H", "H", "H", "H", "H", "H", "H", "H", "H", "H", "H", "H", "H", "H", "H", "H", "H", "Cl", "C", "C", "C", "C", "C", "Cl", "C", "N", "H", "H", "H"],
  "xyz": [[-2.774, 0.997, -0.241], [-1.170, 2.991, -0.896], [-1.458, 3.859, -1.963], [-1.377, 3.046, -3.228], [-0.288, 3.116, -4.085], [-0.221, 2.246, -5.163], [-1.251, 1.343, -5.354], [-2.311, 1.362, -4.457], [-2.382, 2.186, -3.420], [-1.712, 3.246, -0.026], [-0.748, 4.695, -1.989], [-2.473, 4.267, -1.873], [0.508, 3.821, -3.884], [0.633, 2.260, -5.829], [-1.232, 0.619, -6.157], [-3.136, 0.668, -4.576], [-0.017, -3.587, -0.392], [1.992, -3.912, 0.293], [3.029, -4.193, -0.590], [4.322, -4.320, -0.102], [4.646, -4.190, 1.183], [3.648, -3.931, 2.026], [2.323, -3.791, 1.638], [-0.174, -1.557, -0.221], [-0.880, -0.687, 1.136], [0.465, 0.254, 1.951], [0.189, 1.495, 2.515], [1.212, 2.265, 3.054], [2.518, 1.801, 3.022], [2.805, 0.566, 2.449], [1.783, -0.201, 1.914], [-1.398, -1.889, 2.405], [-2.604, -2.558, 2.207], [-3.047, -3.507, 3.113], [-2.288, -3.797, 4.239], [-1.091, -3.128, 4.452], [-0.649, -2.177, 3.542], [-0.040, -0.313, -1.469], [-0.120, -1.147, -3.095], [-1.343, -1.730, -3.433], [-1.523, -2.357, -4.654], [-0.480, -2.403, -5.572], [0.736, -1.819, -5.252], [0.916, -1.198, -4.021], [1.703, 0.278, -1.413], [2.780, -0.602, -1.308], [4.072, -0.129, -1.151], [4.304, 1.241, -1.079], [3.238, 2.124, -1.160], [1.943, 1.645, -1.326], [2.836, -4.302, -1.650], [5.142, -4.531, -0.781], [3.922, -3.829, 3.071], [1.560, -3.574, 2.376], [-0.823, 1.879, 2.507], [0.982, 3.235, 3.477], [3.320, 2.408, 3.426], [3.828, 0.211, 2.402], [2.000, -1.146, 1.429], [-3.197, -2.336, 1.326], [-3.985, -4.020, 2.942], [-2.632, -4.536, 4.951], [-0.498, -3.344, 5.332], [0.282, -1.652, 3.720], [-2.160, -1.686, -2.721], [-2.478, -2.810, -4.893], [-0.616, -2.891, -6.529], [1.556, -1.851, -5.960], [1.870, -0.742, -3.787], [2.593, -1.668, -1.320], [4.896, -0.827, -1.064], [5.311, 1.614, -0.940], [3.410, 3.190, -1.070], [1.101, 2.326, -1.331], [-1.609, 5.210, 2.125], [-2.587, 4.045, 2.984], [-2.820, 4.254, 4.324], [-3.577, 3.349, 5.063], [-4.089, 2.239, 4.410], [-3.846, 2.051, 3.066], [-4.558, 0.626, 2.316], [-3.076, 2.925, 2.234], [-2.808, 2.776, 0.948], [-2.395, 5.132, 4.794], [-3.753, 3.503, 6.118], [-4.681, 1.506, 4.944]],
  "forces_ev_per_a": [[-0.1, -0.1, -0.2], [0.0, 0.2, 0.3], [-0.1, 0.0, 0.0], [0.0, 0.0, 0.0], [0.0, 0.0, 0.0], [0.0, 0.0, 0.0], [0.0, 0.0, 0.0], [0.0, 0.0, 0.0], [0.0, 0.1, 0.0], [0.0, 0.0, -0.1], [0.0, 0.0, 0.0], [0.0, 0.0, 0.0], [0.0, 0.0, 0.0], [0.0, 0.0, 0.0], [0.0, 0.0, 0.0], [0.0, 0.0, 0.0], [0.3, -0.1, 0.0], [0.0, 0.0, 0.0], [0.0, -0.1, 0.0], [0.0, 0.0, 0.0], [0.0, 0.0, 0.0], [0.0, 0.0, 0.0], [0.0, 0.0, 0.0], [-0.7, 0.1, -0.1], [0.2, 0.1, 0.2], [0.0, -0.1, 0.1], [0.0, 0.0, 0.0], [0.0, 0.0, 0.0], [0.0, 0.0, 0.0], [0.0, 0.0, 0.0], [0.0, 0.0, 0.0], [0.0, 0.0, 0.0], [0.0, 0.0, 0.0], [0.0, 0.0, 0.0], [0.0, 0.0, 0.0], [0.0, 0.0, 0.0], [0.0, 0.0, 0.0], [0.3, 0.0, 0.0], [0.0, -0.1, 0.1], [0.0, 0.0, 0.0], [0.0, 0.0, 0.0], [0.0, 0.0, 0.0], [0.0, 0.0, 0.0], [0.0, 0.1, 0.0], [0.0, 0.0, 0.0], [0.0, 0.0, 0.0], [0.0, 0.0, 0.0], [0.0, 0.0, 0.0], [0.0, 0.0, 0.0], [0.0, 0.0, 0.0], [0.0, 0.0, 0.0], [0.0, 0.0, 0.0], [0.0, 0.0, 0.0], [0.0, 0.0, 0.0], [-0.1, 0.0, 0.0], [0.0, 0.0, 0.0], [0.0, 0.0, 0.0], [0.0, 0.0, 0.0], [0.0, 0.0, 0.0], [0.0, 0.0, 0.0], [0.0, 0.0, 0.0], [0.0, 0.0, 0.0], [0.0, 0.0, 0.0], [0.0, 0.0, 0.0], [0.0, 0.0, 0.0], [0.0, 0.0, 0.0], [0.0, 0.0, 0.0], [0.0, 0.0, 0.0], [0.0, 0.0, 0.0], [0.0, 0.0, 0.0], [0.0, 0.0, 0.0], [0.0, 0.0, 0.0], [0.0, 0.0, 0.0], [0.0, 0.0, 0.0], [0.0, 0.0, 0.0], [0.0, 0.0, 0.1], [0.0, 0.0, 0.0], [0.0, 0.0, 0.0], [0.0, 0.0, 0.0], [0.0, 0.0, 0.0], [0.1, 0.0, -0.1], [0.0, 0.0, -0.1], [0.1, -0.1, 0.1], [0.0, 0.0, 0.0], [0.0, 0.0, 0.0], [0.0, 0.0, 0.0]]
}



{
  "formula": "C42H34F5N8O7S3SeSn",
  "method": "ωB97M-V with the def2-TZVPD basis set",
  "charge": 1,
  "homo_energy_ha": -0.3832,
  "max_force_ev_per_a": 0.8,
  "elements": ["Sn", "O", "S", "C", "C", "C", "C", "S", "O", "C", "C", "C", "C", "C", "C", "C", "C", "C", "C", "C", "C", "H", "H", "H", "H", "H", "H", "H", "H", "H", "H", "H", "H", "H", "H", "H", "H", "H", "H", "C", "N", "C", "N", "C", "N", "C", "C", "C", "C", "C", "C", "C", "N", "N", "C", "O", "C", "C", "C", "C", "C", "C", "N", "C", "N", "C", "N", "C", "H", "H", "H", "H", "H", "H", "H", "H", "H", "H", "H", "H", "H", "H", "H", "H", "O", "S", "O", "O", "O", "F", "C", "C", "F", "C", "F", "C", "Se", "C", "F", "C", "F"],
  "xyz": [[-0.330, 0.510, 2.123], [-0.292, -1.957, 2.338], [-1.234, -3.015, 2.886], [-0.602, -3.464, 4.553], [0.356, -2.416, 5.108], [1.779, -2.532, 4.559], [2.707, -1.502, 5.201], [2.897, 0.047, 4.297], [1.524, 0.471, 3.828], [3.724, -0.522, 2.808], [3.440, 0.210, 1.659], [4.097, -0.090, 0.475], [5.035, -1.113, 0.440], [5.314, -1.837, 1.589], [4.664, -1.543, 2.780], [-0.821, -4.504, 1.998], [0.332, -4.547, 1.232], [0.635, -5.718, 0.551], [-0.209, -6.816, 0.642], [-1.367, -6.753, 1.407], [-1.685, -5.587, 2.086], [-0.136, -4.446, 4.487], [-1.497, -3.540, 5.170], [0.381, -2.545, 6.193], [-0.029, -1.410, 4.927], [1.772, -2.410, 3.475], [2.162, -3.535, 4.766], [3.723, -1.862, 5.363], [2.334, -1.180, 6.175], [2.711, 1.010, 1.690], [3.880, 0.484, -0.417], [5.554, -1.342, -0.482], [6.046, -2.634, 1.565], [4.909, -2.109, 3.668], [0.972, -3.676, 1.174], [1.531, -5.773, -0.053], [0.031, -7.725, 0.107], [-2.029, -7.606, 1.464], [-2.597, -5.520, 2.667], [2.090, 0.958, -3.992], [1.539, 1.126, -2.667], [1.070, 0.186, -1.852], [0.554, 0.741, -0.780], [0.720, 2.072, -1.010], [1.317, 2.346, -2.143], [1.178, 1.501, -5.058], [1.721, 2.079, -6.195], [0.894, 2.535, -7.211], [-0.479, 2.442, -7.084], [-1.027, 1.889, -5.926], [-0.200, 1.412, -4.922], [-2.481, 1.854, -5.786], [-3.357, 2.173, -6.670], [-4.593, 1.998, -6.077], [-4.377, 1.598, -4.870], [-3.050, 1.473, -4.607], [-5.378, 1.310, -3.838], [-6.717, 1.512, -4.160], [-7.693, 1.268, -3.213], [-7.343, 0.826, -1.951], [-6.009, 0.613, -1.617], [-5.726, 0.120, -0.208], [-4.346, -0.244, 0.053], [-3.402, 0.451, 0.680], [-2.283, -0.253, 0.723], [-2.623, -1.414, 0.100], [-3.861, -1.446, -0.327], [-5.019, 0.856, -2.563], [2.244, -0.115, -4.118], [3.061, 1.448, -4.038], [1.129, -0.870, -2.064], [0.396, 2.842, -0.327], [2.796, 2.171, -6.292], [1.325, 2.978, -8.098], [-1.140, 2.809, -7.856], [-0.640, 0.987, -4.026], [-6.972, 1.860, -5.150], [-8.733, 1.425, -3.460], [-8.116, 0.634, -1.216], [-6.330, -0.762, 0.004], [-5.995, 0.884, 0.523], [-3.534, 1.446, 1.074], [-1.936, -2.227, -0.067], [-3.974, 0.696, -2.330], [-1.458, 2.623, 1.287], [-1.085, 3.246, 2.560], [-1.535, 4.560, 2.841], [0.530, 3.255, 2.360], [-1.262, 2.239, 3.631], [6.451, 3.203, 0.444], [5.375, 3.455, 1.172], [4.249, 4.001, 0.577], [4.258, 4.280, -0.721], [3.124, 4.260, 1.343], [2.073, 4.804, 0.744], [3.087, 3.941, 2.696], [1.486, 4.084, 3.709], [4.237, 3.416, 3.271], [4.260, 3.121, 4.571], [5.377, 3.175, 2.528], [6.456, 2.647, 3.097]],
  "forces_ev_per_a": [[0.1, -0.4, -0.7], [0.0, 0.1, 0.1], [0.0, -0.1, 0.0], [0.0, 0.0, 0.0], [0.0, 0.0, -0.1], [0.0, 0.0, 0.0], [0.0, 0.0, 0.0], [0.1, 0.1, 0.0], [0.1, -0.1, 0.2], [-0.1, 0.0, 0.0], [0.0, 0.0, 0.0], [0.0, 0.0, 0.0], [0.0, 0.0, 0.0], [0.0, 0.0, 0.0], [0.1, 0.0, 0.0], [0.0, 0.0, 0.0], [0.0, 0.0, 0.0], [0.0, 0.0, 0.0], [0.0, 0.0, 0.0], [0.0, 0.0, 0.0], [0.0, 0.0, 0.0], [0.0, 0.0, 0.0], [0.0, 0.0, 0.0], [0.0, 0.0, 0.0], [0.0, 0.0, 0.0], [0.0, 0.0, 0.0], [0.0, 0.0, 0.0], [0.0, 0.0, 0.0], [0.0, 0.0, 0.0], [0.0, 0.0, 0.0], [0.0, 0.0, 0.0], [0.0, 0.0, 0.0], [0.0, 0.0, 0.0], [0.0, 0.0, 0.0], [0.0, 0.0, 0.0], [0.0, 0.0, 0.0], [0.0, 0.0, 0.0], [0.0, 0.0, 0.0], [0.0, 0.0, 0.0], [0.1, 0.0, -0.1], [0.1, 0.1, -0.1], [0.0, -0.3, 0.1], [-0.3, 0.1, 0.8], [0.1, 0.1, 0.1], [0.1, 0.1, -0.2], [-0.1, 0.0, -0.1], [0.0, -0.1, 0.0], [0.0, 0.0, 0.0], [0.0, 0.0, 0.0], [0.0, 0.1, -0.1], [0.0, 0.0, 0.1], [0.0, 0.0, 0.1], [-0.1, -0.1, 0.0], [-0.2, 0.0, 0.1], [0.0, 0.0, -0.1], [0.1, 0.0, -0.1], [0.1, 0.0, 0.1], [0.1, 0.0, 0.0], [-0.1, 0.0, 0.0], [0.1, -0.1, 0.1], [0.1, 0.0, -0.1], [-0.1, 0.1, -0.1], [0.0, -0.1, 0.0], [-0.1, 0.2, -0.1], [-0.2, 0.0, 0.3], [0.1, -0.1, -0.2], [0.1, 0.0, 0.0], [-0.2, 0.0, 0.0], [0.0, 0.0, -0.1], [0.0, 0.0, 0.0], [0.0, 0.0, 0.0], [0.0, 0.0, 0.0], [0.0, 0.0, 0.0], [0.0, 0.0, 0.0], [0.0, 0.0, 0.0], [0.0, 0.0, 0.0], [0.0, 0.0, 0.0], [0.0, 0.0, 0.0], [0.0, 0.0, 0.0], [0.0, 0.0, 0.0], [0.0, 0.0, 0.0], [0.0, 0.0, 0.0], [0.0, 0.0, 0.1], [0.0, 0.0, 0.0], [0.0, 0.0, -0.2], [0.2, -0.1, 0.3], [0.0, 0.0, 0.0], [-0.2, 0.1, 0.2], [-0.1, 0.0, -0.2], [0.1, 0.0, 0.0], [-0.1, 0.0, 0.0], [0.0, 0.0, 0.0], [0.0, 0.0, 0.0], [0.0, 0.0, 0.0], [0.0, 0.0, 0.0], [0.0, -0.1, 0.0], [0.1, 0.1, -0.1], [0.0, 0.0, 0.0], [0.0, 0.0, 0.1], [0.0, 0.0, 0.0], [0.0, 0.0, 0.0]]
}